[1]
{
  "formula": "C51H48AsN9STeW",
  "method": "wB97M-V/def2-TZVPD",
  "multiplicity": 1,
  "total_charge": 2,
  "e_above_lowest_ev": 6.2833,
  "elements": ["W", "C", "C", "N", "C", "S", "N", "N", "C", "C", "C", "C", "C", "C", "C", "N", "H", "H", "H", "H", "H", "H", "H", "H", "H", "H", "H", "H", "H", "N", "C", "N", "C", "N", "N", "C", "C", "C", "C", "C", "C", "N", "C", "C", "C", "C", "C", "C", "H", "H", "H", "H", "H", "H", "H", "H", "H", "H", "H", "C", "C", "C", "C", "C", "C", "As", "C", "C", "C", "C", "C", "C", "C", "C", "C", "C", "C", "C", "H", "H", "H", "H", "H", "H", "H", "H", "H", "H", "H", "H", "H", "C", "C", "C", "C", "C", "C", "Te", "C", "C", "C", "H", "H", "H", "H", "H", "H", "H", "H", "H", "H", "H"],
  "coordinates": [[-0.491, -0.531, -0.074], [-4.626, -4.360, 1.005], [-4.591, -3.338, -0.119], [-4.416, -1.965, 0.365], [-3.172, -1.365, 0.252], [-1.748, -2.284, 1.147], [-3.242, 0.033, 0.873], [-1.930, 0.258, 1.331], [-1.581, 0.724, 2.469], [-2.497, 1.049, 3.589], [-0.120, 0.828, 2.522], [0.659, 1.126, 3.578], [2.106, 1.050, 3.429], [2.634, 1.079, 2.200], [1.682, 1.304, 1.056], [0.464, 0.528, 1.275], [-4.797, -5.359, 0.603], [-5.438, -4.142, 1.701], [-3.688, -4.372, 1.562], [-5.510, -3.381, -0.705], [-3.768, -3.558, -0.803], [-4.875, -1.764, 1.243], [-3.531, 0.995, 3.260], [-2.284, 2.039, 3.991], [-2.342, 0.320, 4.388], [0.218, 1.367, 4.537], [2.725, 0.975, 4.313], [3.703, 1.034, 2.027], [1.358, 2.356, 1.130], [-4.377, 0.938, -1.103], [-3.172, 0.925, -0.360], [-2.093, 0.298, -1.106], [-2.665, -1.066, -1.267], [-1.493, -1.906, -1.598], [-0.495, -1.138, -2.000], [0.217, -0.696, -2.960], [1.240, 0.198, -2.381], [2.134, 1.009, -3.162], [2.635, 2.112, -2.562], [2.367, 2.399, -1.139], [2.179, 1.102, -0.368], [1.181, 0.281, -1.072], [-3.771, -1.062, -2.264], [-3.973, -2.007, -3.255], [-5.055, -1.880, -4.113], [-5.921, -0.802, -3.967], [-5.718, 0.153, -2.982], [-4.635, 0.023, -2.123], [-4.988, 1.728, -0.996], [-2.920, 1.929, -0.023], [0.062, -0.818, -4.025], [2.242, 0.814, -4.219], [3.157, 2.862, -3.143], [3.116, 3.045, -0.683], [3.125, 0.543, -0.386], [-3.288, -2.842, -3.343], [-5.227, -2.615, -4.887], [-6.767, -0.701, -4.632], [-6.396, 0.991, -2.883], [5.600, -1.595, -0.955], [4.691, -1.943, -1.946], [3.390, -2.281, -1.604], [2.998, -2.270, -0.269], [3.911, -1.938, 0.725], [5.213, -1.601, 0.378], [1.156, -2.627, 0.189], [0.685, -4.306, -0.591], [0.469, -4.617, -1.921], [0.153, -5.925, -2.259], [0.052, -6.893, -1.267], [0.264, -6.572, 0.066], [0.582, -5.268, 0.421], [0.820, -4.783, 1.801], [0.729, -5.544, 2.960], [0.961, -4.952, 4.194], [1.274, -3.601, 4.294], [1.363, -2.825, 3.146], [1.147, -3.428, 1.920], [6.617, -1.341, -1.221], [5.001, -1.967, -2.982], [2.694, -2.585, -2.380], [3.619, -1.963, 1.768], [5.931, -1.363, 1.152], [0.533, -3.861, -2.694], [-0.017, -6.190, -3.294], [-0.194, -7.911, -1.537], [0.180, -7.342, 0.821], [0.479, -6.595, 2.911], [0.890, -5.551, 5.092], [1.445, -3.158, 5.265], [1.590, -1.767, 3.211], [2.448, 9.287, 1.064], [2.018, 7.946, 0.547], [2.219, 7.593, -0.781], [1.837, 6.356, -1.282], [2.091, 6.062, -2.737], [1.238, 5.437, -0.400], [0.518, 3.624, -1.195], [1.030, 5.760, 0.954], [0.419, 4.823, 1.962], [1.424, 7.017, 1.393], [2.553, 10.009, 0.257], [3.414, 9.207, 1.568], [1.733, 9.677, 1.787], [2.678, 8.309, -1.453], [2.581, 6.910, -3.212], [1.168, 5.859, -3.279], [2.739, 5.192, -2.858], [-0.458, 4.308, 1.569], [0.120, 5.375, 2.851], [1.143, 4.068, 2.281], [1.256, 7.283, 2.431]],
  "atomic_forces_ev_per_a": [[0.1, 0.2, 0.5], [0.0, 0.0, 0.0], [0.0, 0.0, 0.0], [0.0, 0.0, 0.0], [0.0, 0.0, 0.0], [0.1, 0.1, -0.2], [0.0, 0.0, 0.0], [0.0, -0.2, 0.0], [0.0, 0.0, 0.0], [0.0, 0.0, 0.0], [0.0, 0.0, 0.0], [-0.1, 0.0, 0.0], [0.0, 0.0, 0.0], [0.0, 0.0, 0.0], [0.1, 0.1, 0.2], [0.0, 0.1, 0.0], [0.0, 0.0, 0.0], [0.0, 0.0, 0.0], [0.0, 0.0, 0.0], [0.0, 0.0, 0.0], [0.0, 0.0, 0.0], [0.0, 0.0, 0.0], [0.0, 0.0, 0.0], [0.0, 0.0, 0.0], [0.0, 0.0, 0.0], [0.0, 0.0, 0.0], [0.0, 0.0, 0.0], [0.0, 0.0, 0.0], [0.0, 0.0, 0.0], [0.0, 0.0, 0.0], [0.0, 0.0, 0.0], [0.0, 0.0, 0.1], [0.2, -0.1, 0.0], [0.0, -0.3, -0.4], [-0.9, 0.5, -0.2], [0.5, 0.2, 0.1], [0.2, 0.1, -0.2], [-0.2, -0.2, 0.2], [0.0, 0.1, 0.1], [0.0, 0.0, -0.2], [-0.1, -0.1, -0.1], [0.1, 0.0, 0.2], [0.0, 0.1, 0.0], [0.0, 0.0, 0.0], [0.0, 0.0, 0.0], [0.0, 0.0, 0.0], [0.0, 0.0, 0.0], [0.0, 0.0, 0.0], [0.0, 0.0, 0.0], [0.0, 0.0, 0.0], [-0.1, -0.4, 0.1], [0.0, 0.1, 0.0], [0.0, -0.1, 0.0], [0.0, 0.0, 0.0], [0.0, -0.1, 0.0], [0.0, 0.0, 0.0], [0.0, 0.0, 0.0], [0.0, 0.0, 0.0], [0.0, 0.0, 0.0], [0.0, 0.0, 0.0], [0.0, 0.0, 0.0], [0.0, 0.0, 0.0], [0.0, 0.0, 0.0], [0.0, 0.0, 0.0], [0.0, 0.0, 0.0], [0.2, 0.0, 0.0], [0.0, 0.0, 0.0], [0.0, 0.0, 0.0], [0.0, 0.0, 0.0], [0.0, 0.0, 0.0], [0.0, 0.0, 0.0], [0.0, 0.0, 0.0], [0.0, 0.0, 0.0], [0.0, 0.0, 0.0], [0.0, 0.0, 0.0], [0.0, 0.0, 0.0], [0.0, 0.0, 0.0], [0.0, 0.0, 0.0], [0.0, 0.0, 0.0], [0.0, 0.0, 0.0], [0.0, 0.0, 0.0], [0.0, 0.0, 0.0], [0.0, 0.0, 0.0], [0.0, 0.0, 0.0], [0.0, 0.0, 0.0], [0.0, 0.0, 0.0], [0.0, 0.0, 0.0], [0.0, 0.0, 0.0], [0.0, 0.0, 0.0], [0.0, 0.0, 0.0], [0.0, 0.0, 0.0], [0.0, 0.0, 0.0], [0.0, 0.0, 0.0], [0.0, 0.0, 0.0], [-0.1, -0.1, 0.2], [0.0, 0.0, 0.0], [0.1, 0.0, 0.0], [-0.1, 0.0, -0.1], [0.0, 0.0, -0.2], [0.0, 0.0, 0.0], [0.0, 0.0, 0.0], [0.0, 0.0, 0.0], [0.0, 0.0, 0.0], [0.0, 0.0, 0.0], [0.0, 0.0, 0.0], [0.0, 0.0, 0.0], [0.0, 0.0, 0.0], [0.0, 0.0, 0.0], [0.0, 0.0, 0.0], [0.0, 0.0, 0.0], [0.0, 0.0, 0.0], [0.0, 0.0, 0.0]]
}



[2]
{
  "formula": "C51H50Cl3IrN9O4S",
  "method": "wB97M-V/def2-TZVPD",
  "multiplicity": 1,
  "total_charge": -1,
  "elements": ["Ir", "C", "C", "C", "C", "C", "C", "C", "C", "N", "C", "O", "C", "C", "C", "C", "C", "N", "C", "O", "N", "C", "C", "C", "C", "C", "C", "C", "C", "H", "H", "H", "H", "H", "H", "H", "H", "H", "H", "H", "H", "H", "H", "H", "H", "H", "H", "H", "H", "H", "Cl", "C", "C", "C", "C", "C", "C", "N", "C", "C", "N", "C", "O", "C", "C", "C", "Cl", "S", "C", "C", "C", "Cl", "C", "H", "H", "H", "H", "H", "H", "H", "H", "H", "H", "H", "H", "H", "C", "C", "C", "C", "C", "C", "C", "C", "N", "H", "H", "H", "H", "H", "H", "H", "H", "H", "C", "N", "C", "C", "O", "N", "C", "N", "H", "H", "H", "H", "H", "H", "H"],
  "coordinates": [[1.499, 0.665, -0.190], [2.151, 5.554, -1.302], [0.849, 5.546, -0.554], [-0.115, 6.519, -0.792], [-1.290, 6.567, -0.053], [-1.484, 5.641, 0.962], [-0.541, 4.653, 1.225], [-0.710, 3.704, 2.376], [0.616, 4.567, 0.434], [1.478, 3.478, 0.563], [2.681, 3.715, 1.024], [3.149, 4.759, 1.519], [3.665, 2.561, 0.837], [4.977, 2.810, 1.217], [5.970, 1.873, 1.006], [5.628, 0.694, 0.373], [4.312, 0.488, 0.016], [3.327, 1.380, 0.272], [3.934, -0.764, -0.713], [4.776, -1.644, -0.920], [2.646, -0.774, -1.080], [2.191, -1.980, -1.691], [1.996, -3.116, -0.890], [2.254, -3.059, 0.584], [1.562, -4.294, -1.485], [1.324, -4.354, -2.851], [1.526, -3.228, -3.629], [1.963, -2.032, -3.064], [2.217, -0.824, -3.908], [2.146, 6.315, -2.086], [2.375, 4.586, -1.749], [2.969, 5.769, -0.611], [0.075, 7.266, -1.558], [-2.029, 7.337, -0.246], [-2.374, 5.693, 1.582], [-1.761, 3.585, 2.646], [-0.183, 4.079, 3.258], [-0.277, 2.730, 2.150], [5.155, 3.772, 1.676], [6.990, 2.066, 1.311], [6.329, -0.093, 0.133], [1.783, -2.181, 1.035], [3.327, -2.983, 0.775], [1.877, -3.956, 1.074], [1.420, -5.174, -0.864], [0.992, -5.280, -3.308], [1.349, -3.266, -4.699], [1.855, -0.974, -4.927], [3.284, -0.596, -3.950], [1.745, 0.059, -3.486], [-8.381, -2.018, -2.647], [-6.881, -2.471, -1.892], [-6.568, -3.809, -1.741], [-5.368, -4.134, -1.133], [-4.465, -3.173, -0.680], [-3.169, -3.678, -0.069], [-1.995, -3.693, -1.053], [-1.473, -2.382, -1.344], [-1.601, -1.691, -2.529], [-0.900, -0.539, -2.366], [-0.338, -0.523, -1.112], [-0.711, -1.627, -0.523], [-2.789, -2.973, 1.091], [-2.863, -3.689, 2.321], [-1.786, -4.727, 2.456], [-0.602, -4.515, 3.102], [-0.080, -3.058, 3.828], [0.429, -5.884, 3.079], [-0.728, -6.790, 2.199], [-1.846, -6.061, 1.943], [-4.822, -1.833, -0.847], [-3.815, -0.532, -0.321], [-6.024, -1.482, -1.449], [-7.248, -4.575, -2.083], [-5.118, -5.181, -1.006], [-3.349, -4.729, 0.175], [-2.313, -4.144, -1.994], [-1.192, -4.312, -0.645], [-2.151, -2.093, -3.362], [-0.718, 0.244, -3.082], [-0.433, -1.911, 0.478], [-3.852, -4.148, 2.441], [-2.745, -2.927, 3.089], [-0.526, -7.812, 1.923], [-2.698, -6.469, 1.418], [-6.278, -0.438, -1.567], [3.215, -0.184, 2.983], [1.855, 0.042, 3.577], [1.729, 0.094, 4.959], [0.509, 0.298, 5.588], [-0.626, 0.402, 4.796], [-0.558, 0.320, 3.415], [-1.825, 0.322, 2.610], [0.703, 0.195, 2.758], [0.657, 0.156, 1.394], [3.928, -0.447, 3.766], [3.583, 0.714, 2.491], [3.209, -0.981, 2.239], [2.627, -0.022, 5.558], [0.442, 0.347, 6.667], [-1.601, 0.512, 5.261], [-2.658, -0.069, 3.199], [-1.707, -0.292, 1.719], [-2.102, 1.328, 2.276], [-1.778, 4.253, -2.915], [-0.555, 3.505, -2.788], [0.542, 3.578, -3.717], [1.492, 2.519, -3.156], [2.563, 2.243, -3.647], [0.931, 1.983, -2.017], [-0.248, 2.603, -1.835], [-1.075, 2.381, -0.814], [-1.664, 5.274, -2.542], [-2.576, 3.761, -2.359], [-2.078, 4.280, -3.964], [1.034, 4.553, -3.696], [0.244, 3.339, -4.741], [-0.737, 1.773, -0.068], [-1.679, 3.138, -0.537]],
  "atomic_forces_ev_per_a": [[-1.2, -1.2, -0.8], [0.0, 0.1, 0.0], [0.0, 0.0, 0.0], [0.1, 0.1, 0.1], [0.0, 0.0, 0.0], [0.0, 0.0, 0.0], [0.0, 0.0, 0.0], [-0.1, 0.0, 0.0], [0.2, 0.0, 0.1], [-0.1, 0.3, 0.1], [0.0, -0.3, -0.1], [0.0, 0.1, 0.1], [-0.1, -0.1, 0.0], [0.0, 0.0, 0.0], [0.0, 0.0, 0.0], [-0.1, 0.0, -0.1], [0.0, 0.1, -0.1], [0.1, 0.3, 0.2], [-0.1, -0.1, 0.0], [0.0, 0.0, 0.0], [0.6, 0.1, -0.5], [0.0, 0.0, 0.3], [0.0, 0.1, -0.1], [0.0, 0.0, 0.1], [0.0, 0.0, 0.0], [0.0, -0.1, 0.0], [0.0, 0.1, 0.0], [0.0, 0.0, 0.0], [0.0, 0.0, -0.1], [0.0, 0.0, 0.0], [0.0, -0.1, 0.0], [0.0, 0.0, 0.0], [0.0, 0.0, 0.0], [0.0, 0.0, 0.0], [0.0, 0.0, 0.0], [0.0, 0.0, 0.0], [0.0, 0.0, 0.0], [0.0, 0.0, 0.0], [0.0, 0.0, 0.0], [0.0, 0.0, 0.0], [0.0, 0.0, 0.0], [0.0, 0.0, 0.0], [0.0, 0.0, 0.0], [0.0, 0.0, 0.0], [0.0, 0.0, 0.0], [0.0, 0.0, 0.0], [0.0, 0.0, 0.0], [0.0, 0.0, 0.0], [0.0, 0.0, 0.0], [0.0, -0.1, 0.0], [0.0, 0.0, 0.0], [0.0, 0.0, 0.0], [0.0, 0.0, 0.0], [0.0, 0.0, 0.0], [0.0, 0.1, 0.1], [0.1, -0.1, 0.0], [0.0, -0.1, 0.0], [0.1, 0.1, -0.1], [0.0, 0.0, 0.0], [0.1, -0.1, -0.1], [0.2, 0.6, 0.3], [0.1, -0.2, 0.0], [-0.1, 0.1, 0.0], [0.1, 0.0, -0.1], [0.0, -0.1, 0.1], [0.1, 0.1, -0.1], [0.0, 0.0, 0.0], [0.0, 0.0, 0.0], [0.0, 0.0, 0.0], [0.0, 0.0, 0.0], [0.0, 0.0, 0.0], [-0.1, 0.1, 0.1], [0.0, 0.0, 0.0], [0.0, 0.0, 0.0], [0.0, 0.0, 0.0], [0.0, 0.0, 0.0], [0.0, 0.0, 0.0], [0.0, 0.1, 0.1], [0.0, 0.0, 0.0], [0.0, 0.0, 0.0], [0.0, 0.0, 0.0], [0.0, 0.0, -0.1], [0.0, 0.0, 0.0], [0.0, 0.0, 0.0], [0.0, 0.0, 0.0], [0.0, 0.0, 0.0], [0.0, 0.0, 0.0], [0.0, 0.0, 0.0], [0.0, 0.0, 0.0], [0.0, 0.0, 0.0], [0.0, -0.1, 0.0], [0.0, 0.0, 0.1], [-0.1, 0.0, 0.0], [0.2, -0.1, -0.2], [-0.2, 0.4, 0.6], [0.0, 0.0, 0.0], [0.0, 0.0, 0.1], [0.0, 0.0, 0.0], [0.0, 0.0, 0.0], [0.0, 0.0, 0.0], [0.0, 0.0, 0.0], [0.0, 0.0, 0.0], [0.0, 0.0, 0.0], [0.0, 0.0, -0.1], [0.0, 0.1, 0.0], [-0.1, -0.2, -0.1], [0.0, 0.0, 0.0], [0.2, 0.0, 0.1], [0.0, 0.1, 0.0], [0.1, -0.2, 0.0], [0.1, 0.3, 0.2], [-0.2, -0.2, -0.2], [0.0, 0.0, 0.0], [0.0, 0.0, 0.0], [0.0, 0.0, 0.0], [0.0, 0.0, -0.1], [0.0, 0.0, 0.0], [0.1, 0.1, 0.0], [0.0, 0.0, 0.0]]
}



Computed orbital gap (Eh) in order:
0.1913; 0.1845
Computed LUMO (eV) in order:
-7.03; 1.78